DFT (ωB97M-V/def2-TZVPD) results for a 2-piece molecular cluster, C3H4N4O4 overall in a non-equilibrium geometry.

Cartesian coordinates (Å):
C  1.931  -1.863  -0.696
C  0.274  -0.448  -1.639
C  0.999  -0.838  -0.503
N  2.642  -2.743  -0.912
N  0.614  -0.630  0.750
N  -0.879  0.352  -1.738
N  0.676  2.007  0.511
O  -1.306  0.693  -2.797
O  -1.338  0.808  -0.662
O  -0.313  2.728  1.016
O  1.722  2.209  1.090
H  -1.160  2.536  0.512
H  0.507  -0.728  -2.687
H  1.174  -1.012  1.504
H  0.172  0.286  0.820

- lowest unoccupied orbital energy (eV) = -1.38
- frontier orbital gap (eV) = 8.6
- relative energy (zero: lowest compared OMol25 entry of this formula, charge and spin) (eV) = 0.592
- HOMO energy (eV) = -9.97
- total energy (Ha) = -636.46554
- molar mass (g mol⁻¹) = 160.089
- SMILES = N#C/C(N)=C/[N+](=O)[O-].O=NO

=====

DFT (ωB97M-V/def2-TZVPD) results for a 2-piece molecular cluster, C6H15NO overall in a non-equilibrium geometry.

Cartesian coordinates (Å):
C  -0.586  -0.221  -0.337
C  -1.726  -0.878  0.393
C  -1.287  -2.249  0.781
O  -1.304  -3.442  -1.554
C  -0.482  1.264  -0.111
N  0.862  2.130  -0.023
C  2.029  1.706  -1.020
C  1.518  2.231  1.262
H  0.330  -0.652  0.190
H  -0.496  -0.650  -1.346
H  -2.139  -2.809  1.164
H  -1.809  -0.263  1.295
H  -2.661  -0.847  -0.203
H  -0.880  -2.765  -0.103
H  -0.540  -2.232  1.566
H  -1.094  1.844  -0.766
H  -1.367  -3.841  -2.424
H  2.077  0.597  -1.009
H  1.658  2.023  -1.981
H  2.954  2.156  -0.650
H  0.743  2.528  1.962
H  2.221  3.087  1.184
H  1.979  1.283  1.729

- lowest unoccupied orbital energy (eV) = -3.85
- frontier orbital gap (eV) = 3.5
- relative energy (zero: lowest compared OMol25 entry of this formula, charge and spin) (eV) = 9.714
- HOMO energy (eV) = -7.32
- total energy (Ha) = -367.27432
- molar mass (g mol⁻¹) = 117.192

=====

DFT (ωB97M-V/def2-TZVPD) results for a 2-piece molecular cluster, C4H6ClNS overall in a non-equilibrium geometry.

Cartesian coordinates (Å):
C  1.402  0.682  -0.216
C  1.046  -1.784  0.432
C  -1.309  1.641  -0.394
C  0.620  -0.365  0.075
N  2.121  1.582  -0.408
S  -1.062  -0.114  0.235
Cl  -4.338  0.520  0.257
H  0.421  -2.158  1.156
H  2.082  -1.890  0.617
H  0.667  -2.330  -0.370
H  -0.412  2.118  -0.692
H  -1.854  2.132  0.411
H  -1.927  1.468  -1.241

- lowest unoccupied orbital energy (spin up / spin down) (eV) = -2.59 / -4.01
- frontier orbital gap (spin up / spin down) (eV) = 6.8 / 3.6
- relative energy (zero: lowest compared OMol25 entry of this formula, charge and spin) (eV) = 3.332
- HOMO energy (spin up / spin down) (eV) = -9.39 / -7.63
- total energy (Ha) = -1069.01614
- molar mass (g mol⁻¹) = 135.619

=====

DFT (ωB97M-V/def2-TZVPD) results for a 3-piece molecular cluster, C5H11N overall in a non-equilibrium geometry.

Cartesian coordinates (Å):
C  -1.249  -1.781  -0.391
C  0.477  2.568  1.156
C  1.574  -0.202  0.068
C  0.226  0.267  0.337
N  -1.020  -1.999  -1.750
C  -0.974  0.456  0.433
H  -0.053  -2.108  -2.020
H  -1.505  -1.373  -2.377
H  -2.294  -1.702  -0.121
H  -0.667  -2.407  0.273
H  -1.941  0.825  0.682
H  2.177  0.624  -0.314
H  1.573  -1.005  -0.672
H  2.047  -0.566  0.981
H  -0.449  3.012  1.505
H  1.192  2.358  1.944
H  0.887  3.032  0.266

- lowest unoccupied orbital energy (spin up / spin down) (eV) = 0.95 / 0.96
- frontier orbital gap (spin up / spin down) (eV) = 6.8 / 7.9
- relative energy (zero: lowest compared OMol25 entry of this formula, charge and spin) (eV) = 6.814
- HOMO energy (spin up / spin down) (eV) = -5.82 / -6.94
- total energy (Ha) = -251.61212
- molar mass (g mol⁻¹) = 85.150

=====

DFT (ωB97M-V/def2-TZVPD) results for a 7-piece molecular cluster, C5H21N3O6 overall.

Cartesian coordinates (Å):
C  -0.491  -1.667  -1.696
C  0.940  -2.098  -1.360
C  1.501  -1.363  -0.202
C  2.466  -0.386  -0.105
N  2.566  0.024  1.201
C  1.715  -0.688  1.888
N  1.048  -1.562  1.076
N  -0.505  -0.334  -2.291
H  -1.115  -1.746  -0.797
H  -0.907  -2.394  -2.407
H  0.939  -3.175  -1.172
H  1.561  -1.981  -2.255
H  3.121  -0.001  -0.863
H  1.546  -0.599  2.947
H  0.236  -2.119  1.341
H  -1.427  0.080  -2.319
H  0.088  0.307  -1.777
H  -2.757  -0.129  3.565
H  -2.354  0.461  2.224
O  -2.781  -0.339  2.635
H  1.194  3.203  2.403
H  0.337  3.938  1.378
O  0.369  3.710  2.335
H  -1.032  2.524  2.185
H  -1.411  1.955  0.769
O  -1.716  2.008  1.689
H  0.861  4.194  -0.921
H  -0.444  4.958  -0.599
O  0.028  4.142  -0.418
H  -1.935  -1.784  2.138
H  -2.127  -3.220  1.543
O  -1.458  -2.616  1.875
H  0.394  -1.621  -5.216
H  0.569  -0.715  -3.974
O  0.981  -0.968  -4.821

- lowest unoccupied orbital energy (eV) = 0.02
- frontier orbital gap (eV) = 8.4
- relative energy (zero: lowest compared OMol25 entry of this formula, charge and spin) (eV) = 0.000
- HOMO energy (eV) = -8.42
- total energy (Ha) = -818.86172
- molar mass (g mol⁻¹) = 219.238
- SMILES = NCCc1cnc[nH]1.O.O.O.O.O.O

=====

DFT (ωB97M-V/def2-TZVPD) results for C43H50BIN6O4PS4Sn as an isolated structure in a non-equilibrium geometry.

Cartesian coordinates (Å):
Sn  0.877  0.766  0.191
C  -0.485  4.856  -1.396
C  -1.346  5.425  -0.264
C  -0.478  6.214  0.719
C  -2.415  6.357  -0.835
N  -1.994  4.314  0.453
C  -3.335  4.108  0.602
C  -3.498  2.983  1.343
N  -2.264  2.502  1.670
B  -2.085  1.295  2.619
N  -0.688  1.293  3.328
C  -0.423  2.217  4.296
C  0.779  1.921  4.850
N  1.271  0.809  4.232
C  0.366  0.449  3.304
S  0.445  -0.850  2.197
C  2.550  0.197  4.658
C  3.040  -0.904  3.721
C  2.296  -0.382  6.057
C  3.630  1.282  4.695
N  -2.452  -0.030  1.899
C  -3.044  -1.026  2.622
C  -3.399  -2.013  1.776
N  -3.017  -1.649  0.506
C  -2.428  -0.431  0.609
S  -1.783  0.514  -0.636
C  -3.313  -2.590  -0.604
C  -2.570  -5.012  -1.289
C  -3.524  -1.068  -2.680
C  -4.842  -2.679  -0.699
C  -1.360  3.313  1.098
S  0.344  3.076  1.234
H  -0.199  5.657  -2.071
H  -1.032  4.104  -1.962
H  0.427  4.411  -1.008
H  0.003  7.033  0.193
H  0.296  5.585  1.147
H  -1.076  6.626  1.528
H  -1.928  7.188  -1.335
H  -3.040  6.771  -0.048
H  -3.041  5.853  -1.567
H  -4.078  4.757  0.193
H  -4.396  2.491  1.654
H  -2.885  1.425  3.493
H  -1.095  3.024  4.503
H  1.296  2.427  5.638
H  2.359  -1.752  3.691
H  4.002  -1.260  4.081
H  3.195  -0.508  2.719
H  1.503  -1.127  6.024
H  2.014  0.396  6.763
H  3.199  -0.858  6.425
H  3.697  1.759  3.719
H  4.592  0.821  4.904
H  3.448  2.035  5.457
H  -3.160  -0.961  3.684
H  -3.898  -2.932  1.996
H  -1.730  -4.754  -1.928
H  -3.475  -5.122  -1.882
H  -2.351  -5.977  -0.837
H  -3.692  -0.228  -2.014
H  -4.481  -1.423  -3.048
H  -2.948  -0.717  -3.533
H  -5.268  -3.135  0.191
H  -5.119  -3.282  -1.559
H  -5.281  -1.692  -0.815
I  2.341  1.832  -1.976
C  1.397  0.921  -3.865
C  1.175  1.867  -4.836
C  1.019  1.514  -6.183
C  1.107  0.202  -6.544
C  1.279  -0.804  -5.572
C  1.340  -2.150  -5.982
C  1.513  -3.159  -5.078
C  1.590  -2.846  -3.721
C  1.483  -1.545  -3.269
P  1.290  -1.524  -1.432
C  2.716  -2.535  -0.936
C  3.949  -1.923  -1.180
C  5.110  -2.481  -0.685
C  5.057  -3.666  0.034
C  3.850  -4.325  0.199
C  2.677  -3.763  -0.278
C  -0.310  -2.362  -1.164
C  -0.420  -3.077  0.094
C  -1.439  -3.809  0.543
C  -2.746  -3.984  -0.167
C  -2.751  -2.196  -1.981
C  -1.280  -1.944  -1.999
C  1.384  -0.462  -4.180
H  1.185  2.907  -4.549
H  0.862  2.279  -6.925
H  1.043  -0.095  -7.581
H  1.250  -2.369  -7.035
H  1.567  -4.189  -5.394
H  1.693  -3.651  -3.006
H  3.991  -0.997  -1.736
H  6.056  -1.986  -0.846
H  5.958  -4.081  0.458
H  3.818  -5.276  0.714
H  1.748  -4.300  -0.148
H  0.451  -2.991  0.734
H  -1.348  -4.302  1.499
H  -3.463  -4.419  0.537
H  -2.913  -3.074  -2.622
H  -0.966  -1.367  -2.862
O  2.423  1.814  1.886
S  3.473  1.646  0.880
O  3.158  2.662  -0.198
O  3.184  0.314  0.306
O  4.785  1.801  1.379

- lowest unoccupied orbital energy (eV) = -4.19
- frontier orbital gap (eV) = 6.1
- relative energy (zero: lowest compared OMol25 entry of this formula, charge and spin) (eV) = 2.060
- total charge = +1
- HOMO energy (eV) = -10.32
- total energy (Ha) = -4768.93206
- molar mass (g mol⁻¹) = 1130.580

=====

DFT (ωB97M-V/def2-TZVPD) results for one molecule with the formula C5H6BNO3 in a non-equilibrium geometry.

Cartesian coordinates (Å):
B  1.359  -1.110  1.077
C  -1.992  0.942  -0.133
C  -1.630  1.477  -1.289
C  0.585  0.424  -1.060
C  0.356  -0.142  0.235
C  -1.122  -0.063  0.548
N  -0.357  1.087  -1.799
O  -1.637  -0.741  1.421
O  1.528  -0.681  2.335
O  1.994  -2.157  0.517
H  -2.910  0.940  0.311
H  -2.159  2.313  -1.882
H  1.382  0.268  -1.682
H  0.012  1.445  -2.706
H  2.034  -1.303  2.954
H  2.555  -2.699  1.153

- lowest unoccupied orbital energy (eV) = 0.30
- frontier orbital gap (eV) = 8.5
- relative energy (zero: lowest compared OMol25 entry of this formula, charge and spin) (eV) = 0.000
- HOMO energy (eV) = -8.25
- total energy (Ha) = -499.52569
- molar mass (g mol⁻¹) = 138.919
- SMILES = O=c1cc[nH]cc1B(O)O

=====

DFT (ωB97M-V/def2-TZVPD) results for a 2-piece molecular cluster, CHN2O3 overall in a non-equilibrium geometry.

Cartesian coordinates (Å):
C  0.029  -0.482  -1.583
N  -0.775  -0.207  -0.747
N  0.533  0.366  1.742
O  0.834  -0.951  -2.223
O  0.242  0.868  2.684
O  0.716  -0.100  0.751
H  -1.579  0.505  -0.623

- lowest unoccupied orbital energy (spin up / spin down) (eV) = -7.16 / -7.16
- frontier orbital gap (spin up / spin down) (eV) = 8.5 / 8.5
- relative energy (zero: lowest compared OMol25 entry of this formula, charge and spin) (eV) = 2.968
- total charge = +1
- HOMO energy (spin up / spin down) (eV) = -15.69 / -15.69
- total energy (Ha) = -373.44942
- molar mass (g mol⁻¹) = 89.030

=====

DFT (ωB97M-V/def2-TZVPD) results for a 7-piece molecular cluster, C4H23NO8 overall in a non-equilibrium geometry.

Cartesian coordinates (Å):
C  0.898  -0.454  -0.689
C  -0.526  -1.090  -0.964
C  -0.940  -2.506  -0.598
O  -1.483  -0.379  -0.158
N  0.897  0.916  -1.067
C  1.693  1.821  -0.229
O  0.827  2.370  0.918
H  1.544  -0.980  -1.389
H  1.325  -0.747  0.311
H  -0.913  -0.872  -2.017
H  -0.398  -2.740  0.297
H  -0.497  -3.171  -1.497
H  -2.001  -2.575  -0.420
H  -1.115  0.230  0.420
H  0.079  1.376  -1.289
H  2.558  1.375  0.179
H  1.806  2.686  -0.852
H  -0.122  2.663  0.589
H  0.381  0.969  1.910
H  0.469  0.187  3.249
O  0.166  0.224  2.328
H  3.654  0.540  -1.769
H  4.207  -0.875  -1.875
O  4.470  0.081  -1.923
H  -2.639  -1.122  1.832
H  -4.060  -1.028  2.292
O  -3.162  -1.426  2.667
H  -2.030  4.245  -1.020
H  -2.758  3.858  0.296
O  -1.876  3.644  -0.240
H  4.366  -1.800  0.721
H  2.810  -2.070  0.738
O  3.582  -1.550  0.282
H  -2.971  -0.517  -0.538
H  -4.397  -0.267  -0.062
O  -3.841  -1.015  -0.432

- lowest unoccupied orbital energy (eV) = -0.12
- frontier orbital gap (eV) = 9.3
- relative energy (zero: lowest compared OMol25 entry of this formula, charge and spin) (eV) = 3.455
- HOMO energy (eV) = -9.39
- total energy (Ha) = -822.75808
- molar mass (g mol⁻¹) = 213.227
- SMILES = C[C@@H](O)CNCO.O.O.O.O.O.O

=====

DFT (ωB97M-V/def2-TZVPD) results for C5H8O as an isolated structure.

Cartesian coordinates (Å):
C  -0.527  -1.398  -0.747
C  0.070  -0.218  -0.032
C  0.712  -0.376  1.275
C  -0.032  1.923  0.587
C  0.298  1.118  -0.696
O  -0.593  0.247  1.210
H  -0.772  -2.204  -0.047
H  0.203  -1.784  -1.470
H  -1.431  -1.116  -1.296
H  0.673  -1.342  1.774
H  1.488  0.325  1.560
H  -1.047  2.333  0.479
H  -0.372  1.236  -1.561
H  1.331  1.256  -1.035

- lowest unoccupied orbital energy (eV) = 0.91
- frontier orbital gap (eV) = 8.6
- relative energy (zero: lowest compared OMol25 entry of this formula, charge and spin) (eV) = 5.296
- HOMO energy (eV) = -7.70
- total energy (Ha) = -270.36328
- molar mass (g mol⁻¹) = 84.118

=====

DFT (ωB97M-V/def2-TZVPD) results for a 2-piece molecular cluster, C3H5F3P overall in a non-equilibrium geometry.

Cartesian coordinates (Å):
C  1.233  -0.490  0.080
C  1.031  0.476  -0.691
C  1.208  -1.614  0.909
F  -0.006  3.077  -1.151
F  -1.398  1.373  -1.491
F  -3.151  0.074  0.738
P  -0.465  1.779  -0.304
H  -3.775  -0.042  0.052
H  1.635  1.027  -1.395
H  1.053  -1.307  1.946
H  2.282  -2.041  0.726
H  0.354  -2.311  0.581

- lowest unoccupied orbital energy (eV) = -6.58
- frontier orbital gap (eV) = 9.1
- relative energy (zero: lowest compared OMol25 entry of this formula, charge and spin) (eV) = 2.809
- total charge = +1
- HOMO energy (eV) = -15.69
- total energy (Ha) = -757.94523
- molar mass (g mol⁻¹) = 129.041

=====

DFT (ωB97M-V/def2-TZVPD) results for a 4-piece molecular cluster, C16H32O8S4 overall in a non-equilibrium geometry.

Cartesian coordinates (Å):
C  -4.641  0.009  -1.038
C  -4.510  -0.136  -2.555
C  -4.297  -1.618  -2.802
S  -3.310  -2.234  -1.399
O  -1.923  -2.373  -1.768
O  -4.079  -3.282  -0.794
C  -3.489  -0.735  -0.413
H  -5.573  -0.455  -0.696
H  -4.710  1.043  -0.700
H  -3.609  0.368  -2.917
H  -5.386  0.292  -3.035
H  -3.741  -1.915  -3.690
H  -5.196  -2.232  -2.768
H  -2.562  -0.168  -0.373
H  -3.620  -1.027  0.631
C  -0.521  -1.616  1.476
C  0.956  -1.313  1.721
C  1.715  -2.455  1.119
S  0.844  -3.889  1.761
O  1.382  -4.269  3.039
O  0.689  -4.835  0.692
C  -0.717  -3.015  2.056
H  -0.830  -1.635  0.429
H  -1.100  -0.844  1.987
H  1.043  -1.333  2.809
H  1.317  -0.361  1.337
H  2.781  -2.578  1.303
H  1.568  -2.570  0.041
H  -0.800  -2.944  3.138
H  -1.478  -3.640  1.597
C  2.551  3.734  1.836
C  3.452  2.900  2.756
C  2.702  2.716  4.075
S  0.979  2.531  3.577
O  0.145  3.479  4.263
O  0.587  1.141  3.590
C  1.251  2.973  1.864
H  2.956  3.726  0.824
H  2.439  4.775  2.135
H  4.442  3.337  2.881
H  3.586  1.925  2.281
H  2.833  3.613  4.677
H  3.004  1.827  4.622
H  0.372  3.549  1.568
H  1.260  2.072  1.261
C  2.422  -0.127  -3.423
C  1.026  -0.706  -3.094
C  0.590  0.073  -1.867
S  0.886  1.779  -2.317
O  1.440  2.457  -1.162
O  -0.236  2.331  -3.028
C  2.231  1.394  -3.480
H  2.756  -0.579  -4.353
H  3.088  -0.380  -2.595
H  1.075  -1.768  -2.871
H  0.323  -0.503  -3.905
H  1.230  -0.105  -0.999
H  -0.430  -0.078  -1.536
H  3.066  2.065  -3.318
H  1.772  1.606  -4.451

- lowest unoccupied orbital energy (eV) = 0.34
- frontier orbital gap (eV) = 10.4
- relative energy (zero: lowest compared OMol25 entry of this formula, charge and spin) (eV) = 0.280
- HOMO energy (eV) = -10.06
- total energy (Ha) = -2823.46668
- molar mass (g mol⁻¹) = 480.692
- SMILES = O=S1(=O)CCCC1.O=S1(=O)CCCC1.O=S1(=O)CCCC1.O=S1(=O)CCCC1